DFT (ωB97M-V with the def2-TZVPD basis set) results for 9 unconnected molecules or ions with the total composition C42H110BF4N6O14 in a non-equilibrium geometry.

Values from the calculation:
Kohn-Sham gap ... 2.9 eV
Total charge ... +3
Strongest force on any atom ... 2.9 eV Å⁻¹

Each line ends with the Löwdin charge.
CARTESIAN COORDINATES (ANGSTROEM)
C1 5.4598 0.2678 2.0482  -0.078
H1 -2.3576 5.0498 -1.7741  0.141
H2 4.8532 -3.0480 0.5789  0.083
H3 -3.0456 -3.2964 -2.8827  0.132
H4 -3.9440 2.3537 -1.7465  0.128
C2 1.2014 -6.9278 -0.1100  -0.053
O1 -2.1819 3.1830 -4.4919  -0.207
H5 -3.1470 4.2082 -5.9131  0.093
H6 0.8800 1.5330 -6.7203  0.085
H7 3.3223 -1.2011 4.1960  0.066
H8 -4.1043 4.5454 -0.2554  0.131
C3 0.3697 8.9554 1.7462  -0.205
C4 -5.6440 -1.6525 1.5745  -0.158
O2 1.3483 9.6225 2.5114  -0.168
H9 -5.3634 -0.5661 -0.8619  0.178
H10 -3.4238 -5.6262 -1.0892  0.079
H11 3.6073 0.3634 4.7519  0.056
H12 -1.4704 -11.2946 -2.9130  0.101
H13 1.4650 -0.1553 -2.5526  0.132
C5 6.3322 -0.9698 1.9356  -0.151
H14 -3.8797 3.2011 2.4499  0.093
H15 -3.1853 -0.9024 -1.8843  0.100
H16 0.0080 2.3152 0.4531  0.064
N1 0.0899 -7.5475 -0.9941  0.084
H17 1.0523 1.1663 -0.1282  0.056
H18 5.7292 0.6375 -0.0785  0.162
H19 -5.6119 -4.3006 2.6861  0.105
H20 -0.7032 -8.0960 -3.5551  0.133
H21 1.9348 -6.5752 -0.8297  0.128
H22 -1.1496 3.2008 -2.4311  0.128
H23 -1.0237 -1.7665 1.4724  0.060
H24 3.9892 2.5440 4.6495  0.088
N2 -4.9608 -1.5051 -0.7922  0.073
H25 5.9718 -1.6762 2.6859  0.138
H26 2.8101 3.3779 1.0451  0.110
H27 0.2633 -5.0398 -0.0250  0.109
N3 0.6730 -0.8124 -2.5652  0.061
H28 1.0104 1.5136 1.5952  0.053
N4 5.4727 1.1219 0.7785  0.091
C6 -1.3483 6.8604 4.3637  -0.062
H29 1.8390 2.4448 -5.4746  0.083
C7 -3.0984 4.2226 0.0348  -0.189
H30 -1.7995 -4.7119 0.7129  0.059
C8 -0.1643 3.4267 3.3718  -0.027
H31 -5.8028 -2.0821 -0.8823  0.178
H32 -0.5418 -8.0264 -0.3546  0.173
H33 -0.0845 -0.8537 2.4486  0.018
C9 1.2310 -2.0628 -1.9298  -0.101
C10 4.3839 -1.7097 -3.6764  -0.047
C11 0.1569 -0.9846 -3.9596  -0.078
H34 2.7935 -3.3632 -1.9218  0.124
H35 4.4723 3.8047 1.3777  0.133
H36 1.4643 -1.7027 -0.9290  0.107
H37 0.7659 7.2122 4.1334  0.182
C12 1.7506 1.5254 -6.0590  -0.047
H38 -0.8723 -1.3147 -3.7883  0.119
H39 1.5717 -7.7734 0.4649  0.143
H40 4.4300 0.0043 2.2833  0.096
B1 1.9717 3.2612 -2.5063  -1.249
O3 -0.5326 4.8380 3.2948  -0.224
C13 -4.1913 -5.3383 -1.8152  -0.074
C14 -0.7471 0.2381 0.7498  -0.618
H41 0.6824 8.8881 0.6994  0.141
O4 3.3324 -1.4215 -2.7315  -0.172
H42 6.1228 1.8902 0.9246  0.179
H43 -0.5047 9.6050 1.6701  0.137
F1 2.6864 3.6500 -3.6564  0.106
H44 -2.2137 7.1357 3.7689  0.133
H45 -1.1685 -4.3208 2.3428  0.099
H46 -5.0846 -5.9040 -1.5511  0.104
H47 3.3290 9.4781 3.0304  0.101
C15 3.8265 3.1897 3.7818  -0.082
H48 1.4614 -5.3472 1.2142  0.142
C16 0.3291 -0.8986 4.7517  -0.091
N5 -0.1327 7.5840 3.8344  0.096
H49 -5.1310 2.8919 1.1205  0.098
H50 -0.4805 -10.9876 -1.5712  0.084
C17 0.1946 0.3546 -4.7184  -0.208
C18 -1.1815 5.3147 4.4353  -0.207
H51 -3.8667 -0.5111 0.7641  0.120
H52 -2.4372 -5.4957 2.1469  0.096
C19 -4.1380 2.6800 1.5264  -0.074
H53 -5.5506 -1.4713 2.6465  0.143
H54 3.0401 9.3640 1.2612  0.103
H55 0.6552 -1.4675 0.8546  0.054
O5 -0.5558 -6.1383 1.4367  -0.160
C20 2.8003 -0.2452 4.3300  -0.115
C21 2.5078 -2.5619 -2.6134  -0.227
C22 -0.1994 -1.0466 1.3802  -0.061
C23 -1.5234 -5.1209 1.6921  -0.060
C24 -0.3654 -8.9599 -2.9705  -0.240
H56 -1.4111 0.6334 1.5407  0.105
H57 0.6062 6.7454 2.1148  0.117
H58 6.3739 -3.5110 1.1700  0.095
H59 -0.5488 0.2848 -5.5167  0.130
N6 -1.8643 2.9321 -1.7510  0.099
H60 -0.0897 1.1671 -4.0432  0.117
H61 0.6970 3.2750 2.7346  0.065
H62 -2.7765 4.8087 0.9039  0.123
H63 -0.2772 -1.1329 5.6220  0.064
O6 1.5395 0.4772 -5.1033  -0.181
H64 -1.6020 2.1676 -1.1117  0.114
H65 3.3286 0.9867 0.7104  0.120
C25 4.0912 1.7320 0.5107  -0.057
H66 5.1909 -2.1507 -3.0859  0.090
H67 -2.2065 4.9416 4.5398  0.134
H68 4.0766 -2.1583 -4.6163  0.101
C26 -0.0565 7.5882 2.2929  -0.086
H69 6.2798 -3.2100 -0.5426  0.087
H70 2.1781 -3.0489 -3.5346  0.118
H71 2.4185 0.1474 3.3788  0.043
H72 4.7666 -0.7005 -3.8588  0.100
H73 -4.1667 1.6215 1.7886  0.075
C27 -5.5531 -4.0098 1.6296  -0.113
H74 0.0624 3.2040 4.4167  0.095
O7 6.0509 -1.4648 0.6319  -0.217
C28 -1.4780 -10.7506 -1.9634  -0.063
H75 -4.5645 -1.5413 -2.8139  0.142
F2 2.6042 3.9044 -1.4054  0.087
C29 -4.4532 -1.4142 0.6119  -0.080
H76 -0.0333 -9.6496 -3.7527  0.146
H77 -1.5013 7.1863 5.3916  0.139
C30 -3.0953 2.3532 -2.4273  -0.089
H78 1.1627 -9.3272 -1.4318  0.134
F3 1.8129 1.8601 -2.4371  0.102
H79 0.4046 -2.7738 -1.9121  0.125
H80 -0.1306 8.5700 4.1053  0.176
H81 -1.0368 2.8291 3.1096  0.088
O8 -1.5695 -9.3742 -2.3699  -0.184
C31 -3.3680 3.0280 -3.7386  -0.212
O9 3.6724 2.3548 2.6600  -0.251
H82 -0.0335 -0.4342 -1.9123  0.117
H83 -1.4795 3.6766 -6.4557  0.098
C32 -2.3732 3.4360 -5.8934  -0.050
H84 0.6212 -1.8100 -4.4922  0.129
C33 -3.4570 -3.0980 -1.8893  -0.205
H85 -2.8762 2.5804 -6.3564  0.088
H86 -0.3895 -6.7962 -1.4821  0.165
C34 3.7655 2.9699 1.3865  -0.170
H87 0.4991 -1.7769 4.1188  0.045
C35 2.6484 9.1339 2.2528  -0.093
H88 -1.1432 4.7482 -0.7738  0.133
H89 -2.1620 -11.1796 -1.2383  0.101
H90 2.6236 1.5011 -6.7089  0.097
O10 -4.5350 -3.9808 -1.6057  -0.204
O11 -6.3246 -2.8906 1.3002  -0.162
H91 -4.4979 -4.0110 1.3471  0.064
O12 -3.1700 2.8950 0.5181  -0.230
H92 -6.0554 -4.8701 1.1786  0.103
H93 -3.9785 -5.5430 -2.8657  0.100
H94 7.4046 -0.7945 2.0225  0.135
H95 -6.4411 -0.9280 1.3672  0.130
H96 -3.7947 -2.2690 0.7595  0.102
H97 -0.9828 7.4196 1.7457  0.129
C36 5.9216 -2.8547 0.4199  -0.089
H98 1.5296 -8.1209 -2.6357  0.141
C37 1.7272 -0.4521 5.3973  -0.713
H99 4.2301 2.0059 -0.5342  0.130
C38 0.5851 -5.7784 0.7231  -0.213
O13 2.1348 -1.3055 6.3574  -0.290
F4 0.7183 3.8423 -2.6348  0.117
H100 -2.8995 1.2851 -2.5278  0.108
C39 -2.0692 4.2570 -1.0767  -0.085
H101 -2.7633 -3.2815 -1.0631  0.112
H102 5.6912 1.0100 2.8095  0.137
O14 -1.3769 0.1355 -0.4698  -0.299
H103 -0.0635 -0.1451 4.0559  0.023
H104 -3.8203 4.0112 -3.5843  0.134
H105 -0.5597 4.9858 5.2745  0.132
H106 1.5000 0.5603 5.7931  0.091
C40 0.3788 1.3182 0.7261  -0.060
H107 2.7654 8.0452 2.3587  0.083
C41 -3.9570 -1.6711 -1.9168  -0.068
C42 0.7239 -8.5254 -2.0233  -0.075
H108 4.6634 3.8807 3.6745  0.097
H109 2.8635 3.6103 4.0975  0.080
H110 -4.0551 2.3835 -4.2954  0.134

---

DFT (ωB97M-V with the def2-TZVPD basis set) results for a single C18H19NO4S molecule in a non-equilibrium geometry.

Values from the calculation:
Kohn-Sham gap ... 7.9 eV
Total charge ... 0
Strongest force on any atom ... 16.1 eV Å⁻¹

Each line ends with the natural charge from an NBO analysis.
CARTESIAN COORDINATES (ANGSTROEM)
N1 -0.5022 0.8377 -0.9420  -0.495
C1 1.7233 2.1764 3.4024  0.175
C2 2.7298 2.5825 5.2228  0.119
H1 2.6371 -2.8682 -0.2653  0.200
H2 0.7928 0.0140 -2.8684  0.213
H3 -2.2037 -2.7496 0.0466  0.222
H4 1.4120 -4.6900 -0.2090  0.174
C3 2.1071 1.1129 5.5258  -0.325
C4 0.9727 -3.9173 -0.1627  -0.179
H5 -1.1458 -1.5995 -2.4833  0.237
H6 0.4152 0.5123 1.7450  0.192
O1 0.8376 2.7172 -0.6473  -0.593
H7 -2.2149 -0.1319 -0.8154  0.251
C5 1.5541 1.0341 4.2736  -0.263
C6 0.9110 -1.4144 -0.2179  -0.300
H8 3.1031 3.2181 6.0397  0.194
H9 0.0920 0.5418 -4.1594  0.214
C7 -1.1916 -2.5904 -0.1417  -0.219
C8 -2.1010 1.4131 -2.6675  -0.754
C9 1.3212 2.2315 2.0568  -0.133
C10 -1.2037 -0.1140 -0.2926  -0.251
C11 -0.7264 1.3531 -2.1570  -0.006
H10 -0.0237 2.1034 -2.3690  0.281
C12 -0.1527 0.1748 -3.2578  -0.483
C13 0.3301 1.7344 -0.2489  0.697
H11 1.6384 -0.5855 -0.4183  0.234
C14 -0.8939 -1.0510 -3.4592  -0.451
H12 -1.1700 -1.3277 -4.3550  0.220
C15 -0.4169 -3.8531 -0.0531  -0.184
C16 -0.3549 -1.2768 -0.3404  -0.015
H13 0.8968 0.0757 4.0147  0.210
O2 -3.5951 -0.8205 -2.1958  -0.920
H14 -1.5597 0.1866 0.9130  0.229
O3 -3.4236 0.1236 -4.3793  -0.965
C17 0.8023 1.4489 1.2368  -0.325
H15 -2.6316 1.8612 -1.7354  0.253
H16 1.5105 3.2000 1.9037  0.204
O4 2.1318 3.0085 4.2412  -0.329
H17 -0.9515 -4.8150 0.0827  0.203
C18 1.4666 -2.5958 -0.1002  -0.135
H18 2.1789 0.6276 6.5537  0.258
S1 -2.8007 -0.1099 -3.0333  2.051
H19 -2.3010 2.2213 -3.2835  0.295

---

DFT (ωB97M-V with the def2-TZVPD basis set) results for a molecular structure, C31H27FeN3O11Si.

Values from the calculation:
Kohn-Sham gap (alpha / beta) ... 4.5 / 7.1 eV
Total charge ... -2
Strongest force on any atom ... 0.7 eV Å⁻¹
Multiplicity ... 5

Each line ends with the Löwdin spin population.
CARTESIAN COORDINATES (ANGSTROEM)
C1 -2.9991 0.1282 -4.7693  0.000
O1 0.3036 -0.1470 2.0594  0.039
C2 2.1089 1.2893 1.8174  0.004
Si1 -2.4047 -0.7136 -0.7505  -0.030
Fe1 0.3998 -0.0742 0.1774  3.063
C3 -0.9799 2.5007 1.2156  0.002
H1 -3.7038 0.8734 -2.8960  0.000
C4 -4.7546 -2.3047 -1.2484  -0.003
H2 0.2035 4.1781 -0.5310  0.000
C5 -0.7120 2.3417 -1.2031  0.002
O2 0.8690 0.3624 5.0170  -0.005
C6 -1.4044 -1.6642 -4.6676  0.001
N1 2.6451 -5.0505 -4.5231  0.210
C7 3.1002 2.0066 2.6447  0.006
O3 2.9839 -6.2623 -4.3569  0.201
H3 -0.5941 -2.4334 -0.2987  -0.009
C8 2.7577 1.6146 4.0884  0.003
C9 -2.1686 -0.7794 -5.4115  0.000
H4 -4.0164 -0.9281 1.7458  0.000
H5 1.9244 -2.4954 -4.5292  0.007
H6 -2.1047 -0.7856 -6.4923  0.000
H7 -1.5816 4.4397 1.8930  0.000
H8 -0.6862 4.3105 -2.0357  0.000
H9 -2.8319 4.0272 -0.7913  0.000
O4 3.3717 1.9460 5.0776  0.007
O5 1.9565 1.2805 0.5557  0.030
C10 -2.2900 -0.7254 -2.6148  0.001
H10 0.2610 1.9876 -1.5431  0.000
O6 2.5252 -4.5339 -5.6763  0.200
H11 -3.5978 0.8213 -5.3480  0.000
C11 -2.4419 1.0317 -0.0363  0.001
C12 -4.5437 -1.4977 0.9903  -0.003
C13 1.8309 -2.7018 -1.1405  0.147
H12 -4.3994 -2.3562 -2.2697  0.000
N2 -1.0879 1.6213 0.0408  0.049
C14 -1.4747 -1.6381 -3.2826  0.000
N3 2.3173 -4.6240 0.3064  -0.002
H13 -7.2632 -3.4896 0.6942  0.000
O7 2.0788 -3.8973 1.2638  -0.012
H14 -6.4280 -3.5899 -1.6308  0.000
H15 -2.8194 0.9466 0.9868  0.000
H16 0.0601 2.8177 1.2862  0.000
C15 2.3877 -4.2748 -3.4146  0.057
O8 3.9860 2.7665 2.3074  0.013
H17 -1.1834 1.9018 2.1046  0.000
H18 -0.7320 -2.3550 -5.1575  0.001
C16 1.7291 -2.1626 -2.4214  0.014
C17 2.0069 -2.9255 -3.5449  0.094
H19 -3.1449 1.6902 -0.5636  0.001
C18 -4.0517 -1.5388 -0.3178  -0.010
C19 1.2494 0.5561 2.6365  -0.006
C20 -0.7093 3.8600 -1.0410  0.000
O9 2.6284 -5.8056 0.3982  0.003
H20 -6.0486 -2.1387 2.3755  0.000
H21 -1.9507 5.4208 -0.1965  0.000
C21 -1.9272 4.3302 -0.2556  0.000
C22 -1.9159 3.7107 1.1518  0.001
C23 -6.3727 -2.9414 0.4116  -0.002
C24 1.4994 0.7460 4.0480  -0.002
C25 -5.9026 -2.9997 -0.8908  0.000
H22 2.7778 -5.8677 -2.0107  0.007
O10 1.4083 -0.1983 -3.7190  0.009
C26 -1.0088 -1.5221 0.1287  -0.235
C27 -5.6912 -2.1852 1.3549  0.000
H23 1.6586 -2.1285 -0.2311  0.014
O11 0.6532 -0.1842 -1.6441  0.050
C28 2.2152 -4.0319 -1.0430  0.011
C29 1.2733 -0.7517 -2.6433  0.008
H24 -2.9266 3.4144 1.4398  0.000
H25 -1.2063 -1.6655 1.1910  -0.007
H26 -0.8565 -2.3237 -2.7177  0.000
C30 -3.0549 0.1534 -3.3836  0.000
H27 -1.4292 2.0588 -1.9766  0.000
C31 2.4918 -4.8350 -2.1246  0.070

---

DFT (ωB97M-V with the def2-TZVPD basis set) results for a molecular structure, C36H43MnN3O3S4.

Values from the calculation:
Kohn-Sham gap (alpha / beta) ... 6.5 / 6.0 eV
Total charge ... +2
Strongest force on any atom ... 0.8 eV Å⁻¹
Multiplicity ... 2

Each line ends with the Löwdin spin population.
CARTESIAN COORDINATES (ANGSTROEM)
C1 2.4745 -3.1555 -3.6236  0.000
H1 5.9217 -0.9765 1.7144  0.000
C2 -1.2921 5.5848 1.4166  0.000
C3 -0.7008 2.8923 1.8306  0.000
C4 1.7603 3.2104 -0.8968  0.000
Mn1 0.0367 -0.9383 -0.1219  0.005
C5 -3.6333 0.5450 0.7596  0.007
H2 -1.8727 5.6071 3.4803  0.000
C6 -3.7962 -0.6537 -4.1128  0.015
C7 -0.5056 3.4829 0.5964  0.000
C8 3.5498 0.9399 0.2491  0.000
C9 2.7097 -1.7966 -3.4821  0.000
H3 -0.0729 -4.6717 -0.7412  0.000
H4 -2.7013 -2.0332 5.4150  0.000
H5 1.9158 -0.6403 3.2319  0.000
H6 -4.2450 1.3826 0.4189  0.000
H7 -1.3129 -2.2270 -5.1835  0.000
H8 2.1382 -0.0297 -2.3898  0.000
H9 -5.9268 -0.9495 -4.0907  0.011
C10 -0.6745 -1.5915 -4.5689  0.008
H10 0.3721 0.9572 -4.3386  0.000
C11 -3.7145 -2.0669 0.8349  0.009
C12 0.1628 -3.6137 -0.7319  0.000
H11 0.2431 -1.3979 -5.1261  0.001
N1 -0.5526 -3.3572 1.4232  0.000
O1 1.7756 -0.9278 0.8547  0.001
H12 -0.4287 -2.1520 -3.6702  0.000
C13 5.2456 -0.8724 2.5561  0.000
H13 -3.7673 -0.5543 -5.1911  -0.002
H14 2.2237 2.6122 -1.6863  0.000
C14 -5.0299 -0.8643 -3.4910  0.234
S1 3.2873 -0.7842 0.6921  0.000
H15 -3.8079 -2.0024 1.9199  0.001
C15 -0.4695 0.7970 -3.6605  0.004
C16 -1.4868 5.0074 2.6669  0.000
S2 -1.3631 -3.1183 3.8080  0.000
H16 -2.6859 -2.3107 0.5933  0.000
H17 -1.3515 3.2203 3.8449  0.000
H18 5.2506 -0.7454 5.9337  0.000
O2 0.2571 1.1099 -0.3073  0.002
H19 -0.6790 5.2680 -0.6121  0.000
S3 -0.7907 -0.7329 2.0045  0.001
C17 -2.6254 -0.5462 -3.4092  0.130
H20 -6.0836 -0.9893 -1.6295  -0.003
H21 4.6344 1.0779 0.2488  0.000
H22 -1.5278 6.6282 1.2565  0.000
H23 -0.4610 1.8499 1.9820  0.000
H24 3.2246 0.9771 -0.7918  0.000
C18 -5.1131 -0.9028 -2.1014  0.004
H25 -1.7631 0.1199 -5.1713  0.000
H26 2.8181 -0.6170 5.5559  0.000
H27 -5.2611 -0.7264 0.3278  0.000
C19 2.9800 -0.6913 3.4219  0.000
H28 -1.0036 1.7438 -3.5689  0.000
H29 -2.6038 0.7387 0.4675  0.000
C20 4.8617 -0.7524 4.9241  0.000
C21 -3.9953 -0.8118 -1.3148  0.145
H30 -4.3381 -2.8953 0.4952  0.000
O3 -1.6207 -0.8300 -1.2376  0.249
C22 1.5729 -3.7753 -2.7721  0.000
C23 2.8065 1.9460 1.1147  0.000
N2 -0.1052 -2.8399 0.2563  0.001
C24 2.5919 3.2747 0.3835  0.000
S4 0.0868 2.5386 -0.7890  0.000
C25 -4.1798 -0.7649 0.1780  0.013
H31 1.3743 -4.8364 -2.8386  0.000
C26 -1.8476 -1.7093 4.8237  0.000
H32 6.8038 -0.9205 4.0224  0.000
H33 -3.6724 0.5215 1.8490  0.001
H34 -1.0354 -1.4191 5.4855  0.000
C27 -2.6736 -0.7350 -1.9552  0.153
C28 -1.3827 -0.2807 -4.2290  0.010
H35 -0.0865 0.5334 -2.6797  0.000
H36 2.9912 -3.7275 -4.3830  0.000
N3 1.1593 -1.6863 -1.6772  0.000
H37 1.6230 4.2076 -1.3229  0.000
C29 5.7386 -0.8485 3.8507  0.000
C30 -1.1955 3.6677 2.8719  0.000
H38 2.1357 3.9894 1.0697  0.000
C31 3.4922 -0.6796 4.7119  0.000
H39 3.3664 2.1292 2.0317  0.000
H40 3.5566 3.7041 0.0976  0.000
H41 -2.1483 -0.8636 4.2107  0.000
C32 0.9475 -3.0101 -1.8004  0.000
C33 -0.8068 4.8217 0.3682  0.000
H42 1.8462 1.5223 1.4065  0.000
C34 3.8724 -0.7788 2.3658  0.000
C35 2.0203 -1.0984 -2.5063  0.000
C36 -0.8462 -2.4326 2.3029  0.000
H43 3.4090 -1.2761 -4.1211  0.000

---

Calculated total energy: -94458.8162 -39474.6777 -101840.8312 -123288.3938 (eV)
Energy above the lowest of the compared OMol25 structures with the same formula, charge and spin: 169.9 372.7 2.4 0.0 (kcal/mol)